[1]
Density functional theory data (wB97M-V/def2-TZVPD) for a molecular structure, C2H5NO2 in a non-equilibrium geometry.

Geometry as XYZ:
```
10
Properties=species:S:1:pos:R:3
O 1.459 -1.102 0.021
O -2.334 -0.303 0.133
N -0.834 -0.436 -0.175
C 1.344 0.314 -0.027
C -0.177 0.698 -0.116
H -2.646 -1.116 -0.377
H -0.694 1.756 0.028
H 0.492 -1.413 -0.053
H 1.955 0.983 -0.712
H 1.435 0.619 1.278
```

HOMO level ... -9.96 eV
Net charge ... 0
HOMO-LUMO gap ... 10.79 eV
Multiplicity ... 1
Energy above the lowest of the compared OMol25 structures with the same formula, charge and spin ... 447.33 kJ/mol

The net atomic charges from Löwdin, expressed in e, are:
1. O -0.13
2. O -0.11
3. N -0.04
4. C -0.25
5. C -0.11
6. H 0.10
7. H 0.16
8. H 0.07
9. H 0.12
10. H 0.19

[2]
Density functional theory data (wB97M-V/def2-TZVPD) for C2H5NO2 in the gas phase in a non-equilibrium geometry.

Geometry as XYZ:
```
10
Properties=species:S:1:pos:R:3
O 1.057 1.552 -0.984
O -1.543 0.724 -0.157
N -0.919 -1.331 0.466
C -0.684 -0.160 0.023
C 1.091 0.427 -0.120
H -0.235 -2.056 0.640
H 0.155 2.027 -0.909
H -1.964 -1.660 0.557
H 1.788 -0.333 -0.402
H 1.254 0.809 0.886
```

HOMO level ... -9.37 eV
SMILES ... NC(=O)CO
Net charge ... 0
HOMO-LUMO gap ... 10.02 eV
Multiplicity ... 1
Energy above the lowest of the compared OMol25 structures with the same formula, charge and spin ... 164.63 kJ/mol

The net atomic charges from Löwdin, expressed in e, are:
1. O -0.13
2. O -0.01
3. N 0.13
4. C -0.47
5. C -0.11
6. H 0.11
7. H 0.12
8. H 0.18
9. H 0.08
10. H 0.09